A cluster of 2 separate species, C4H12NO2 in total in a non-equilibrium geometry, computed with ωB97M-V with the def2-TZVPD basis set.

Structure (XYZ):
```
19
C4H12NO2, DFT ωB97M-V with the def2-TZVPD basis set
C -0.973 0.726 0.208
O -0.820 1.076 -1.081
C -0.546 -0.857 0.386
C 0.924 -1.158 0.828
C 2.076 -0.143 0.634
N 2.141 0.626 -0.602
H -0.308 1.247 0.922
H -2.066 0.746 0.562
H -1.262 -1.380 1.032
H -0.569 -1.229 -0.673
H 0.834 -1.264 1.929
H 1.278 -2.089 0.412
H 2.999 -0.737 0.649
H 2.196 0.557 1.467
H 1.596 1.485 -0.628
H 1.565 0.297 -1.378
H -2.249 0.581 -1.758
H -3.560 0.882 -1.018
O -3.255 0.632 -1.893
```

Molecular weight   106.1 g/mol
Energy above the lowest of the compared OMol25 structures with the same formula, charge and spin   1.0247 eV
Total charge   -1
Gap between HOMO and LUMO   7.32 eV
Spin multiplicity   1